(1)
22
Properties=species:S:1:pos:R:3 method="wB97M-V/def2-TZVPD" lumo_energy_ev=-2.849 total_charge=+1
C 0.19 2.06 0.48
C 0.08 0.60 0.37
C 1.24 -0.26 0.83
C 0.83 -1.77 1.14
N 0.71 -2.35 -0.26
N 0.10 0.19 -1.21
H 1.22 2.41 0.27
H -0.54 2.61 -0.12
H -0.19 2.46 1.44
H -0.94 0.24 0.64
H 1.81 0.13 1.67
H 2.02 -0.29 0.07
H 1.70 -2.17 1.69
H -0.11 -1.73 1.70
H 1.34 -3.15 -0.41
H -0.22 -2.73 -0.35
H -0.74 0.45 -1.74
H 0.84 0.76 -1.61
H 0.47 -0.78 -1.48
H -3.04 0.52 -0.61
H -2.71 2.23 -0.88
O -2.56 1.29 -0.88

***

(2)
22
Properties=species:S:1:pos:R:3 method="wB97M-V/def2-TZVPD" lumo_energy_ev=-2.929 total_charge=+1
C -0.30 1.42 -1.73
C 0.32 0.82 -0.42
C 0.49 -0.72 -0.66
C 1.71 -1.18 0.24
N 1.77 -0.40 1.48
N -0.71 0.88 0.71
H -0.32 2.50 -1.80
H 0.54 1.18 -2.39
H -1.14 0.90 -2.13
H 1.20 1.44 -0.17
H 0.55 -1.00 -1.71
H -0.32 -1.31 -0.20
H 1.75 -2.25 0.52
H 2.58 -1.32 -0.43
H 1.94 -0.97 2.31
H 2.56 0.21 1.35
H -1.42 0.12 0.70
H -0.19 0.83 1.60
H -1.14 1.80 0.68
H -3.42 -0.42 1.23
H -3.54 -1.47 0.12
O -2.90 -1.05 0.71

***

(3)
23
Properties=species:S:1:pos:R:3 method="wB97M-V/def2-TZVPD" lumo_energy_ev=-2.938 total_charge=+1
N -0.68 1.62 -0.08
C -0.42 0.16 -0.23
C 1.02 -0.12 0.19
C 1.31 -1.56 0.51
O 2.09 -2.15 -0.58
C -0.84 -0.31 -1.62
N -2.15 0.29 -1.91
H -1.57 1.83 -0.55
H -0.73 1.82 0.92
H 0.06 2.21 -0.45
H -1.10 -0.33 0.48
H 1.69 0.21 -0.62
H 1.18 0.58 1.01
H 1.92 -1.69 1.40
H 0.46 -2.25 0.51
H 2.95 -2.42 -0.27
H -0.85 -1.40 -1.63
H -0.14 0.03 -2.37
H -2.94 -0.33 -1.75
H -2.22 0.60 -2.86
H -0.20 1.56 3.66
H 0.84 0.46 3.29
O 0.34 1.20 2.94

***

(4)
23
Properties=species:S:1:pos:R:3 method="wB97M-V/def2-TZVPD" lumo_energy_ev=-2.947 total_charge=+1
C 0.07 1.74 0.33
C -0.72 0.86 1.23
C -0.86 -0.48 0.62
C -1.85 -1.31 0.37
N 0.42 -1.18 0.65
N 1.42 1.06 0.19
H -0.44 1.67 -0.77
H 0.15 2.82 0.43
H -1.73 1.49 1.29
H -0.44 0.72 2.30
H -2.72 -0.95 -0.05
H -1.81 -2.41 0.23
H 0.98 -0.92 1.57
H 0.94 -0.68 -0.03
H 0.30 -2.22 0.59
H 2.08 1.33 0.88
H 1.91 1.11 -0.67
H 0.02 -3.90 -1.25
H 1.15 -4.59 -0.66
O 0.58 -3.75 -0.63
H 0.67 3.69 -1.96
H 0.01 2.64 -2.63
O -0.12 3.27 -2.03

***

(5)
23
Properties=species:S:1:pos:R:3 method="wB97M-V/def2-TZVPD" lumo_energy_ev=-3.020 total_charge=+1
C -1.90 -1.64 1.30
C -1.69 -0.35 0.46
C -0.35 -0.19 -0.23
C -0.05 -1.06 -1.19
N 1.09 -1.19 -1.95
N 0.54 0.86 0.35
H -1.20 -2.48 1.12
H -2.91 -2.05 1.24
H -1.70 -1.33 2.33
H -2.63 -0.22 -0.14
H -1.87 0.59 1.00
H -0.82 -1.90 -1.36
H 1.73 -0.40 -2.01
H 1.04 -1.84 -2.72
H 1.39 0.33 0.58
H 0.62 1.54 -0.39
H 0.15 1.20 1.21
H 0.71 1.85 -3.55
H 1.25 2.94 -2.52
O 0.66 2.19 -2.63
H 1.91 1.88 3.07
H 2.27 0.29 3.24
O 1.77 0.98 2.77

***

(6)
23
Properties=species:S:1:pos:R:3 method="wB97M-V/def2-TZVPD" s_squared=0.755 multiplicity=2 lumo_energy_ev="-7.098 / -12.184" total_charge=+2
C 1.96 0.53 0.22
C 1.09 0.71 1.42
C -0.43 0.40 1.43
C -1.24 0.96 2.29
N -1.02 -0.86 0.81
N 1.46 -0.28 -0.85
H 2.43 1.41 -0.27
H 3.00 0.16 0.61
H 1.34 1.64 2.01
H 1.49 0.00 2.22
H -1.31 2.03 2.44
H -2.18 0.52 2.64
H -0.91 -1.75 1.32
H -0.66 -1.09 -0.13
H -2.05 -0.72 0.50
H 2.17 -0.56 -1.55
H 0.65 0.16 -1.25
H -3.20 -1.13 -1.47
H -3.73 -1.98 -0.17
O -3.06 -1.40 -0.56
H 1.80 1.05 -3.71
H 0.80 0.07 -4.26
O 1.59 0.11 -3.70

***

| no. | largest force on an atom (Eh/bohr) |
| --- | --- |
| 1 | 0.0684 |
| 2 | 0.0640 |
| 3 | 0.0515 |
| 4 | 0.1842 |
| 5 | 0.0503 |
| 6 | 0.0609 |